126
Properties=species:S:1:pos:R:3 method="wB97M-V/def2-TZVPD" total_charge=+3 gap_ev="7.484 / 7.492" s2=3.768 spin_multiplicity=4 lumo_ev="-7.535 / -7.559" homo_ev="-15.020 / -15.051"
Mn 0.170 0.278 -1.858
Cl 5.115 -1.923 -1.529
C 4.697 -0.254 -1.885
Cl 5.378 0.284 -3.407
Cl 5.121 0.822 -0.546
C 3.224 -0.175 -2.006
N 2.063 -0.117 -2.105
C -4.018 -3.606 -2.317
Si -2.855 -2.882 -1.065
C -3.074 -3.741 0.570
C -3.221 -1.049 -0.858
Ge -0.572 -3.105 -1.940
Si -0.673 -1.871 -3.948
C 0.887 -1.291 -4.823
C -1.834 -0.393 -3.804
C -1.479 -3.184 -5.005
Si 1.318 -4.633 -1.972
C 2.315 -4.478 -0.422
C 2.297 -4.040 -3.430
C 0.559 -6.301 -2.210
H -5.043 -3.427 -1.988
H -3.894 -4.684 -2.420
H -3.908 -3.155 -3.300
H -4.140 -3.754 0.806
H -2.563 -3.251 1.396
H -2.744 -4.780 0.530
H -3.700 -0.881 0.106
H -3.910 -0.713 -1.632
H -2.341 -0.399 -0.890
H 0.768 -0.252 -5.136
H 1.024 -1.886 -5.725
H 1.802 -1.363 -4.249
H -1.652 0.402 -3.056
H -2.852 -0.727 -3.621
H -1.806 0.131 -4.760
H -0.799 -4.020 -5.173
H -1.736 -2.778 -5.985
H -2.389 -3.584 -4.569
H 2.532 -3.445 -0.157
H 3.268 -4.986 -0.593
H 1.831 -4.958 0.425
H 2.687 -3.041 -3.249
H 1.716 -4.027 -4.351
H 3.151 -4.701 -3.589
H 0.038 -6.630 -1.311
H 1.341 -7.032 -2.425
H -0.143 -6.325 -3.043
C -4.129 3.296 1.007
O -2.959 3.464 0.200
C -3.117 3.433 -1.158
C -4.256 3.001 -1.829
C -4.282 3.039 -3.217
C -3.190 3.502 -3.944
C -2.057 3.937 -3.281
C -2.024 3.897 -1.898
N -0.989 4.490 -1.122
C 0.265 4.766 -1.374
C 1.174 4.239 -2.338
C 2.233 5.096 -2.718
C 3.129 4.732 -3.689
C 2.997 3.472 -4.286
C 2.027 2.581 -3.879
C 1.119 2.924 -2.867
O 0.258 2.069 -2.367
H -4.488 2.267 0.945
H -4.911 3.989 0.697
H -3.824 3.516 2.028
H -5.125 2.671 -1.282
H -5.176 2.721 -3.734
H -3.233 3.551 -5.021
H -1.230 4.357 -3.835
H -1.362 4.879 -0.260
H 0.657 5.551 -0.733
H 2.296 6.076 -2.264
H 3.908 5.408 -4.002
H 3.680 3.185 -5.072
H 1.947 1.604 -4.335
C 3.948 1.206 7.169
C 3.178 1.163 5.886
C 3.577 1.917 4.787
C 2.861 1.918 3.601
C 3.371 2.774 2.468
C 1.703 1.125 3.532
Te 0.491 1.640 1.910
N 0.294 0.275 0.473
C 0.461 -1.020 0.399
O 0.115 -1.488 -0.775
C 1.028 -1.926 1.411
C 2.214 -1.578 2.053
C 2.764 -2.428 2.999
C 2.121 -3.616 3.317
C 0.952 -3.977 2.659
C 0.417 -3.145 1.690
C -1.392 1.412 2.789
C -2.208 0.356 2.416
C -3.411 0.166 3.075
C -3.768 1.026 4.105
C -2.940 2.082 4.455
C -1.733 2.307 3.800
C -0.854 3.459 4.200
C 1.304 0.293 4.590
C 0.149 -0.666 4.562
C 2.062 0.345 5.751
H 4.459 2.159 7.292
H 4.706 0.422 7.181
H 3.297 1.044 8.024
H 4.468 2.526 4.861
H 4.437 2.949 2.594
H 2.886 3.753 2.447
H 3.234 2.307 1.486
H 2.732 -0.665 1.787
H 3.694 -2.166 3.481
H 2.542 -4.273 4.064
H 0.464 -4.913 2.894
H -0.483 -3.434 1.172
H -1.903 -0.320 1.631
H -4.059 -0.654 2.799
H -4.696 0.876 4.637
H -3.228 2.742 5.261
H -1.409 4.179 4.796
H -0.463 3.997 3.330
H -0.006 3.122 4.801
H -0.142 -0.945 3.551
H -0.724 -0.252 5.069
H 0.431 -1.577 5.086
H 1.767 -0.283 6.583